Entry 1:
{"formula": "C30H41Cl2CuN2O2P2", "method": "ωB97M-V/def2-TZVPD", "gap_ev": [7.4, 7.2], "s2": 0.755, "spin_multiplicity": 2, "charge": 1, "elements": ["Cu", "C", "C", "C", "C", "C", "C", "C", "N", "C", "C", "C", "C", "C", "C", "C", "N", "C", "C", "C", "C", "H", "H", "H", "H", "H", "H", "H", "H", "H", "H", "H", "H", "H", "H", "H", "H", "H", "H", "H", "H", "H", "H", "H", "H", "C", "P", "C", "C", "C", "C", "C", "C", "C", "P", "C", "C", "H", "H", "H", "H", "H", "H", "H", "H", "H", "H", "H", "H", "H", "H", "H", "H", "Cl", "C", "Cl", "C", "O", "O", "H"], "positions_angstrom": [[0.277, 0.467, 0.041], [2.103, 1.179, 6.727], [1.279, -0.031, 6.256], [0.008, -0.115, 7.104], [2.100, -1.312, 6.471], [0.971, 0.140, 4.780], [-0.316, 0.317, 4.283], [-0.510, 0.458, 2.921], [0.482, 0.428, 2.035], [1.740, 0.283, 2.490], [2.003, 0.145, 3.841], [2.788, 0.266, 1.448], [4.147, 0.184, 1.712], [5.069, 0.174, 0.669], [4.553, 0.227, -0.625], [3.188, 0.305, -0.819], [2.329, 0.337, 0.195], [6.571, 0.127, 0.895], [7.186, 1.393, 0.274], [6.942, 0.085, 2.379], [7.137, -1.125, 0.207], [2.321, 1.077, 7.790], [1.550, 2.107, 6.576], [3.052, 1.250, 6.195], [0.286, -0.297, 8.141], [-0.636, -0.934, 6.780], [-0.557, 0.817, 7.069], [2.297, -1.443, 7.534], [3.062, -1.268, 5.961], [1.555, -2.187, 6.114], [-1.178, 0.347, 4.932], [-1.505, 0.593, 2.524], [3.026, 0.040, 4.170], [4.490, 0.133, 2.734], [5.195, 0.214, -1.493], [2.762, 0.345, -1.812], [6.775, 2.287, 0.744], [6.994, 1.448, -0.797], [8.266, 1.390, 0.427], [6.590, 0.976, 2.902], [8.027, 0.053, 2.471], [6.541, -0.805, 2.867], [6.937, -1.119, -0.864], [6.699, -2.028, 0.634], [8.217, -1.165, 0.352], [-3.882, -3.161, -0.678], [-2.619, -1.904, -0.213], [-1.501, -2.939, 0.811], [-3.508, -0.906, 1.037], [-4.428, -1.401, 1.954], [-5.065, -0.546, 2.840], [-4.793, 0.809, 2.823], [-3.875, 1.327, 1.922], [-3.239, 0.490, 1.009], [-1.994, 1.100, -0.208], [-1.777, 2.877, 0.195], [-3.001, 1.274, -1.719], [-4.261, -3.687, 0.198], [-3.420, -3.881, -1.354], [-4.708, -2.674, -1.195], [-2.049, -3.473, 1.587], [-0.728, -2.312, 1.257], [-1.021, -3.645, 0.133], [-4.647, -2.461, 1.989], [-5.785, -0.940, 3.545], [-5.304, 1.471, 3.509], [-3.659, 2.389, 1.930], [-1.363, 3.008, 1.195], [-2.717, 3.422, 0.101], [-1.067, 3.259, -0.538], [-3.966, 1.691, -1.429], [-3.148, 0.316, -2.209], [-2.495, 1.955, -2.400], [1.774, 0.511, -4.406], [0.188, -0.099, -3.875], [-1.110, 0.727, -4.734], [0.133, 0.128, -2.360], [0.012, 1.298, -1.911], [0.284, -0.871, -1.629], [0.144, -1.155, -4.112]], "mulliken_spin": [0.5429, -0.0004, -0.0007, 0.0000, -0.0003, 0.0003, 0.0023, -0.0090, 0.0777, 0.0045, 0.0020, 0.0012, -0.0003, 0.0018, 0.0032, -0.0049, 0.0569, -0.0002, -0.0003, 0.0001, -0.0003, 0.0000, 0.0000, 0.0001, 0.0000, -0.0001, 0.0000, 0.0000, 0.0000, 0.0000, 0.0009, -0.0009, 0.0007, 0.0007, 0.0002, 0.0040, 0.0000, 0.0000, 0.0000, 0.0000, 0.0000, 0.0000, 0.0000, 0.0000, 0.0000, 0.0015, 0.0108, -0.0005, 0.0149, -0.0032, 0.0082, -0.0029, 0.0129, 0.0252, 0.1524, 0.0075, 0.0114, 0.0009, -0.0004, 0.0003, 0.0000, -0.0005, -0.0006, -0.0002, 0.0006, -0.0003, 0.0007, -0.0005, 0.0045, -0.0026, 0.0039, 0.0005, -0.0008, -0.0001, 0.0081, 0.0004, -0.0010, 0.0510, 0.0170, -0.0004]}

***

Entry 2:
{"formula": "C2H3AgFO", "method": "ωB97M-V/def2-TZVPD", "relative_energy_kj_mol": 47.2, "gap_ev": 8.3, "charge": 1, "elements": ["H", "C", "C", "O", "H", "F", "H", "Ag"], "positions_angstrom": [[1.261, -0.549, 0.642], [0.069, 0.851, -0.422], [-0.014, -0.496, -0.689], [0.297, -1.104, 0.472], [0.033, 1.608, -1.201], [-0.723, 1.181, 0.667], [0.426, -0.891, -1.607], [-1.349, -0.600, 2.138]], "lowdin_charge": [0.2531, -0.0672, -0.1620, -0.1383, 0.1293, -0.0750, 0.1395, 0.9207]}

***

Entry 3:
{"formula": "C22H18Cl5N2ReS2", "method": "ωB97M-V/def2-TZVPD", "gap_ev": [5.6, 6.2], "s2": 0.771, "spin_multiplicity": 2, "charge": 1, "elements": ["Re", "C", "N", "C", "C", "N", "C", "C", "C", "C", "C", "C", "C", "S", "C", "C", "C", "C", "C", "C", "S", "H", "H", "H", "H", "H", "H", "H", "H", "H", "H", "H", "H", "H", "H", "H", "H", "H", "H", "Cl", "C", "C", "C", "Cl", "C", "Cl", "C", "Cl", "C", "Cl"], "positions_angstrom": [[-0.009, 0.419, -0.838], [2.054, -1.943, -1.426], [1.496, -1.180, -0.292], [0.802, -2.080, 0.647], [0.051, -1.268, 1.707], [-0.983, -0.414, 1.080], [-2.209, -1.186, 0.812], [-1.386, 0.682, 1.950], [-1.636, 0.465, 3.299], [-2.117, 1.489, 4.095], [-2.358, 2.741, 3.548], [-2.116, 2.970, 2.209], [-1.615, 1.948, 1.400], [-1.309, 2.291, -0.291], [2.596, -0.433, 0.312], [3.375, -0.916, 1.352], [4.461, -0.189, 1.815], [4.799, 1.020, 1.233], [4.027, 1.522, 0.203], [2.924, 0.808, -0.260], [1.948, 1.482, -1.567], [2.900, -2.557, -1.108], [2.394, -1.255, -2.202], [1.289, -2.586, -1.853], [1.497, -2.776, 1.126], [0.101, -2.683, 0.063], [0.759, -0.624, 2.241], [-0.390, -1.955, 2.440], [-2.740, -1.377, 1.748], [-1.972, -2.133, 0.335], [-2.859, -0.609, 0.154], [-1.466, -0.510, 3.734], [-2.320, 1.301, 5.135], [-2.728, 3.538, 4.172], [-2.320, 3.936, 1.774], [3.172, -1.867, 1.819], [5.042, -0.587, 2.631], [5.657, 1.569, 1.588], [4.272, 2.468, -0.256], [-0.369, 2.695, -3.362], [-1.239, 1.237, -3.591], [-1.023, 0.174, -2.700], [-1.707, -1.005, -3.014], [-1.346, -2.400, -2.090], [-2.632, -1.124, -4.045], [-3.504, -2.584, -4.284], [-2.846, -0.026, -4.881], [-3.969, -0.103, -6.164], [-2.115, 1.145, -4.670], [-2.336, 2.470, -5.728]], "mulliken_spin": [0.8804, 0.0052, -0.0327, 0.0241, -0.0069, 0.0035, -0.0005, 0.0262, -0.0092, 0.0219, -0.0119, 0.0288, -0.0218, 0.1782, -0.0024, -0.0044, -0.0033, 0.0015, -0.0008, 0.0000, -0.0549, 0.0026, -0.0002, -0.0008, -0.0020, -0.0115, -0.0027, -0.0001, 0.0000, 0.0012, -0.0029, 0.0015, 0.0012, -0.0003, 0.0010, -0.0004, -0.0002, 0.0001, -0.0002, 0.0020, 0.0117, -0.0191, -0.0059, 0.0063, -0.0070, -0.0002, 0.0120, 0.0023, -0.0085, -0.0010]}

***

Entry 4:
{"formula": "C2H5BrN3", "method": "ωB97M-V/def2-TZVPD", "relative_energy_kj_mol": 322.4, "gap_ev": 7.8, "smiles": "NCN=[N+]=CBr", "charge": 1, "elements": ["C", "C", "N", "N", "N", "Br", "H", "H", "H", "H", "H"], "positions_angstrom": [[-0.085, -1.031, 0.859], [0.987, 1.653, -0.788], [0.965, 0.016, 0.909], [1.059, 0.926, 0.185], [-1.251, -0.642, 0.184], [0.787, 0.894, -2.536], [0.420, -1.830, 0.319], [-0.388, -1.134, 1.860], [1.037, 2.761, -0.778], [-1.347, -0.929, -0.793], [-2.184, -0.684, 0.578]], "lowdin_charge": [-0.1898, -0.4642, 0.2021, -0.0032, 0.0508, 0.8044, 0.1580, 0.1245, 0.1198, 0.0895, 0.1080]}

***

Entry 5:
{"formula": "C12H14FFeIN2", "method": "ωB97M-V/def2-TZVPD", "relative_energy_kj_mol": 138.1, "gap_ev": [7.5, 6.9], "s2": 6.011, "spin_multiplicity": 5, "charge": 0, "elements": ["C", "C", "H", "H", "H", "H", "H", "H", "C", "C", "C", "C", "H", "H", "H", "H", "N", "C", "C", "N", "C", "C", "C", "H", "H", "C", "H", "H", "Fe", "I", "F"], "positions_angstrom": [[-1.852, -3.259, -0.639], [-2.624, -1.913, -0.421], [-0.972, -3.285, -1.310], [-2.560, -3.884, -1.197], [-1.642, -3.780, 0.299], [-2.230, -0.969, -0.860], [-3.553, -2.016, -0.990], [-2.909, -1.782, 0.624], [2.759, -0.882, -0.514], [3.917, -0.106, -0.685], [3.804, 1.291, -0.640], [2.558, 1.846, -0.354], [2.804, -1.971, -0.524], [4.863, -0.608, -0.856], [4.666, 1.934, -0.817], [2.408, 2.917, -0.269], [1.552, -0.330, -0.367], [1.442, 0.994, -0.160], [0.151, 1.467, 0.359], [-0.863, 0.564, 0.416], [-1.960, 0.892, 1.121], [-1.155, 3.121, 1.549], [-2.155, 2.157, 1.684], [-2.711, 0.121, 1.235], [-3.082, 2.360, 2.209], [0.027, 2.761, 0.902], [0.876, 3.438, 0.826], [-1.267, 4.124, 1.946], [-0.537, -1.516, -0.545], [-0.024, -1.470, -3.026], [0.271, -2.218, 1.008]], "mulliken_spin": [0.0381, 0.0230, -0.0087, 0.0047, 0.0051, 0.0081, 0.0042, -0.0062, 0.0050, 0.0026, -0.0012, 0.0018, 0.0007, 0.0004, -0.0002, 0.0002, 0.0155, 0.0272, -0.0255, 0.0126, 0.0014, -0.0002, 0.0014, 0.0022, -0.0001, 0.0008, -0.0001, -0.0004, 3.7135, 0.0703, 0.1038]}

***

Entry 6:
{"formula": "C11H19ClF2NO7S", "method": "ωB97M-V/def2-TZVPD", "relative_energy_kj_mol": 0.0, "gap_ev": 5.2, "charge": -1, "elements": ["C", "C", "O", "C", "N", "C", "C", "O", "C", "O", "S", "O", "O", "O", "C", "C", "C", "F", "C", "C", "O", "Cl", "H", "H", "H", "H", "H", "H", "H", "H", "H", "H", "H", "H", "H", "H", "H", "H", "H", "H", "H", "F"], "positions_angstrom": [[-0.966, 2.606, -2.334], [-0.762, 2.102, -0.900], [0.633, 1.911, -0.627], [-1.373, 3.017, 0.172], [-1.638, 2.278, 1.395], [-0.547, 2.230, 2.348], [0.250, 0.904, 2.366], [-0.377, -0.102, 1.576], [0.305, -1.291, 1.566], [-0.453, -2.326, 2.250], [-0.835, -3.504, 1.254], [-0.655, -4.770, 1.867], [-2.088, -3.199, 0.650], [0.375, -3.256, 0.273], [0.576, -1.806, 0.129], [-0.412, -1.275, -0.916], [-0.491, -2.133, -2.178], [-0.252, -1.324, -3.245], [1.982, -1.544, -0.408], [3.097, -1.915, 0.537], [3.569, -2.981, 0.706], [3.741, -0.507, 1.475], [-0.067, 3.121, -2.675], [-1.826, 3.274, -2.404], [-1.141, 1.767, -3.007], [-1.236, 1.135, -0.753], [1.043, 2.782, -0.613], [-0.652, 3.836, 0.344], [-2.304, 3.438, -0.210], [-2.492, 2.581, 1.832], [0.182, 3.013, 2.108], [-0.916, 2.433, 3.355], [0.351, 0.542, 3.397], [1.259, 1.083, 1.983], [1.207, -1.200, 2.175], [-1.390, -1.094, -0.476], [-0.041, -0.304, -1.243], [-1.471, -2.599, -2.287], [0.262, -2.923, -2.202], [2.045, -0.484, -0.650], [2.119, -2.128, -1.320], [1.393, -1.384, -5.310]], "lowdin_charge": [-0.0197, -0.4083, -0.0496, -0.1815, -0.0524, -0.1782, -0.1596, -0.0460, -0.2979, -0.1090, 0.6010, -0.2148, -0.2130, -0.1322, -0.3442, -0.0905, -0.1907, -0.0399, -0.0597, -0.7325, 0.1021, 0.6374, 0.0822, 0.0697, 0.0858, 0.1135, 0.0912, 0.1185, 0.1177, 0.1052, 0.1072, 0.1126, 0.1267, 0.0925, 0.1313, 0.1201, 0.1005, 0.1233, 0.1225, 0.1250, 0.1563, -0.9225]}

***

Entry 7:
{"formula": "C5H11ClN", "method": "ωB97M-V/def2-TZVPD", "relative_energy_kj_mol": 117.4, "gap_ev": 10.3, "smiles": "C=C(Cl)[C@@H]([NH3+])CC", "charge": 1, "elements": ["C", "C", "C", "C", "C", "N", "Cl", "H", "H", "H", "H", "H", "H", "H", "H", "H", "H", "H"], "positions_angstrom": [[-2.171, -1.105, 0.274], [-1.498, 0.049, 0.399], [1.183, -1.027, 0.853], [1.002, 0.323, 0.273], [-0.321, 0.375, -0.476], [-0.531, 1.827, -0.947], [-1.905, 1.217, 1.568], [-3.048, -1.379, 0.977], [-2.081, -1.645, -0.650], [1.609, -1.738, 0.265], [0.304, -1.303, 1.293], [1.988, -0.936, 1.571], [0.906, 1.062, 1.033], [1.916, 0.698, -0.303], [-0.473, -0.321, -1.357], [-0.215, 2.425, -0.149], [-1.500, 1.916, -1.259], [-0.010, 2.150, -1.785]], "lowdin_charge": [0.0431, -0.7702, -0.0623, -0.2185, -0.3218, 0.1884, 0.7849, 0.1241, 0.0761, 0.0652, 0.0481, 0.1046, 0.0916, 0.1586, 0.1796, 0.1581, 0.1647, 0.1856]}

***

Entry 8:
{"formula": "C11H18B2F7N4O7STeZn", "method": "ωB97M-V/def2-TZVPD", "relative_energy_kj_mol": 153.6, "gap_ev": 8.2, "charge": 1, "elements": ["Zn", "C", "C", "N", "O", "B", "F", "F", "O", "N", "C", "C", "C", "N", "O", "B", "F", "F", "O", "N", "C", "C", "C", "H", "H", "H", "H", "H", "H", "H", "H", "H", "H", "H", "H", "C", "Te", "C", "H", "H", "H", "H", "H", "H", "F", "C", "F", "F", "S", "O", "O", "O"], "positions_angstrom": [[-0.410, -0.040, -1.530], [-4.036, -1.670, 0.105], [-2.612, -1.709, 0.601], [-2.139, -1.094, 1.624], [-3.181, -0.330, 2.232], [-2.808, 0.789, 2.841], [-1.488, 0.919, 3.147], [-3.597, 1.775, 3.128], [1.072, 2.026, 1.670], [1.534, 1.061, 0.812], [2.095, 1.556, -0.249], [2.345, 3.055, -0.475], [2.553, 0.437, -1.073], [1.644, -0.290, -1.536], [1.999, -1.465, -2.197], [0.767, -2.184, -2.798], [1.077, -3.112, -3.671], [-0.084, -1.139, -3.380], [-0.049, -2.810, -1.751], [-0.809, -2.010, -1.000], [-1.618, -2.535, -0.170], [-1.796, -4.001, -0.001], [4.014, 0.242, -1.258], [-4.012, -1.477, -0.981], [-4.599, -0.897, 0.582], [-4.557, -2.703, 0.188], [2.551, 3.180, -1.474], [3.204, 3.393, 0.189], [1.374, 3.605, -0.370], [-1.186, -4.414, 0.815], [-1.472, -4.624, -0.882], [-2.865, -4.167, 0.091], [4.380, 0.649, -2.202], [4.192, -0.852, -1.396], [4.709, 0.584, -0.427], [1.501, -0.715, 3.346], [1.144, 1.400, 3.533], [3.192, 1.959, 3.809], [2.285, -0.824, 2.611], [0.556, -0.989, 2.970], [1.683, -1.080, 4.363], [3.570, 2.106, 2.832], [3.672, 1.056, 4.170], [3.185, 2.783, 4.554], [-3.792, 1.492, -3.297], [-2.483, 1.623, -3.411], [-2.073, 0.386, -3.659], [-2.141, 2.406, -4.455], [-1.747, 2.168, -1.894], [-2.073, 0.926, -1.117], [-2.336, 3.327, -1.285], [-0.333, 2.223, -2.275]], "lowdin_charge": [0.8225, 0.0236, -0.2591, 0.1733, 0.1308, -0.8311, 0.0774, 0.3244, -0.4810, -0.0144, -0.2571, 0.0263, -0.2897, 0.0438, 0.0652, -1.0412, 0.2765, 0.0705, 0.0867, 0.0363, -0.2385, 0.0161, 0.0189, 0.1041, 0.0754, 0.1312, 0.0531, 0.1202, 0.1083, 0.1088, 0.1154, 0.0787, 0.1041, 0.1035, 0.1143, -0.2322, 1.8900, -0.2752, 0.0291, -0.0200, 0.0490, 0.0013, 0.0218, 0.0414, 0.1725, -0.6907, 0.1292, 0.1565, 0.5665, -0.3357, -0.2201, -0.2802]}

***

E list, top to bottom, in a.u.: -4671.223378; -399.662434; -4134.022586; -2817.101343; -2236.468615; -2070.060425; -711.764874; -4369.865924
Strongest force on any atom list, top to bottom, in eV Å⁻¹: 1.05; 5.52; 2.13; 4.30; 4.61; 0.77; 3.47; 2.84